C22H50FO9P | the ωB97M-V functional and the def2-TZVPD basis

* Kohn-Sham gap: 8.9 eV
* SMILES: CCOCCOCCOCP(C)[C@H](C)F.COCCOCCOC.COCCOCCOC
* LUMO: 0.64 eV
* E_HOMO: -8.205 eV

Positions of all 83 atoms, in Å:
P  2.6215  0.3219  2.0348
F  1.0318  2.0968  0.9024
O  -3.9795  -5.5065  4.6192
O  1.3902  -1.7463  -5.7339
O  1.0233  -1.6778  3.1487
O  -3.1787  6.8654  -1.0959
O  -1.4076  6.5784  1.3642
O  -0.8787  4.7303  -1.0100
O  -0.3399  -4.6836  4.5330
O  3.6770  -3.8624  -5.6484
O  3.1739  -1.9974  -3.2808
C  1.0541  0.6951  1.0283
C  2.0531  -0.6801  -5.0747
C  0.4367  4.6694  -1.5236
C  -4.7617  -4.3273  4.7110
C  3.3428  -1.1453  -4.4086
C  0.9421  -2.5629  4.2848
C  3.5830  -4.2409  -4.2823
C  -1.5653  -5.1226  5.1061
C  2.6622  -3.3072  -3.5079
C  2.7837  1.7771  3.2317
C  -0.4155  -3.3213  4.1304
C  -2.5194  7.9213  -0.4165
C  2.3973  -1.2566  3.0255
C  -0.9794  4.3415  0.3539
C  -0.0100  -1.7590  -5.5345
C  -1.9111  5.2665  1.1259
C  -1.2334  7.4464  0.2502
C  1.2008  0.0326  -0.3778
C  -4.5795  6.8496  -0.9048
C  -5.2770  -3.8073  3.3132
C  -2.7134  -5.2571  4.0333
C  4.9877  -3.9345  -6.1732
H  0.1520  0.3745  1.5855
H  1.4111  -0.2139  -4.3197
H  1.8189  -3.2405  4.3599
H  2.9513  -2.0632  2.4892
H  3.8474  -0.2553  -4.0232
H  0.4791  5.3197  -2.3998
H  2.1539  -0.5317  -0.4563
H  2.8042  -1.1293  4.0610
H  -6.2622  -3.3115  3.3751
H  4.5683  -4.2556  -3.8045
H  -5.6743  -4.6120  5.2861
H  -5.2204  -4.5933  2.5306
H  -2.4537  -6.1655  3.4394
H  -2.0515  4.8349  2.1215
H  0.6819  3.6470  -1.8282
H  3.4848  1.5079  4.0538
H  5.2241  -4.9604  -6.4737
H  2.3012  0.0766  -5.8287
H  -0.6485  -3.3104  3.0362
H  4.0274  -1.5885  -5.1309
H  -3.1657  8.3760  0.3415
H  3.1651  -5.2538  -4.2528
H  0.0008  4.3286  0.8379
H  1.1858  0.8465  -1.1313
H  -1.2125  -2.7489  4.6526
H  -0.3710  -2.7630  -5.7592
H  2.5269  -3.7318  -2.5085
H  -0.7323  8.3315  0.6513
H  5.0262  -3.2907  -7.0538
H  -0.5446  7.0142  -0.4750
H  -1.8769  -4.5187  5.9892
H  1.7835  2.0610  3.6368
H  -5.0625  7.5744  -1.5683
H  -4.5482  -3.0230  2.9859
H  -4.8437  7.0589  0.1362
H  -4.9390  5.8491  -1.1470
H  1.1707  5.0363  -0.8002
H  5.7302  -3.5665  -5.4589
H  -4.2849  -3.5096  5.2972
H  0.3768  -0.6749  -0.6115
H  3.2134  2.6688  2.7356
H  0.9206  -1.9030  5.1828
H  -1.3808  -6.1551  5.4797
H  1.6704  -3.2658  -3.9571
H  -1.3904  3.3263  0.3729
H  -2.8998  5.3059  0.6692
H  -2.6924  -4.4100  3.3166
H  -0.2682  -1.5336  -4.4951
H  -2.2671  8.6893  -1.1579
H  -0.4967  -1.0445  -6.2060

Mulliken atomic charge list, values in e, 2 entries: atom 1 (P): -0.0763, atom 2 (F): -0.2357